The following is a DFT calculation (wB97M-V/def2-TZVPD) of C29H37N2SeSn as an isolated structure at a distorted geometry.

Structure (XYZ):
```
70
Properties=species:S:1:pos:R:3:mulliken_charge:R:1
C -1.941 1.216 -0.983 0.74
C -2.627 -0.029 -0.848 0.46
C -2.186 -0.890 -1.896 0.65
C -1.251 -0.167 -2.693 0.64
C -1.082 1.124 -2.119 0.39
Sn 0.248 -0.438 0.468 0.42
C 2.406 -3.168 -0.810 0.05
C 2.653 -1.945 -0.173 -0.12
H 2.980 -1.984 0.882 0.36
C 2.145 -0.663 -0.729 -0.42
H 1.872 -0.695 -1.810 0.29
H 2.857 0.159 -0.487 0.45
C 2.937 -4.541 -0.157 -1.16
H 2.922 -4.547 0.965 0.40
H 2.362 -5.462 -0.480 0.29
H 3.977 -4.552 -0.536 0.44
C 1.522 -3.317 -2.092 -1.05
H 0.564 -2.694 -2.102 0.00
H 2.246 -2.999 -2.891 0.46
H 1.167 -4.388 -2.276 0.33
C -3.614 -0.353 0.206 -1.45
H -3.263 -0.061 1.207 0.20
H -4.559 0.183 0.023 0.36
H -3.844 -1.424 0.227 0.38
C -2.641 -2.281 -2.110 -1.37
H -2.772 -2.810 -1.157 0.02
H -3.610 -2.298 -2.638 0.39
H -1.922 -2.850 -2.715 0.30
C -0.599 -0.635 -3.936 -1.52
H -0.789 -1.700 -4.110 0.35
H -0.985 -0.083 -4.807 0.38
H 0.490 -0.477 -3.910 0.35
C -0.210 2.206 -2.630 -1.72
H 0.571 1.811 -3.292 0.40
H -0.797 2.936 -3.210 0.34
H 0.279 2.757 -1.814 0.25
C -2.117 2.403 -0.111 -1.22
H -1.260 3.086 -0.174 0.31
H -3.011 2.972 -0.415 0.34
H -2.254 2.124 0.944 0.22
C -0.998 -2.638 1.291 0.11
C 0.084 -3.740 0.829 -0.32
C -2.167 -3.112 1.909 -0.58
C -0.525 -4.719 0.071 0.26
H 1.192 -3.710 0.741 0.32
C -2.665 -4.320 1.264 -0.43
H -2.393 -2.413 2.804 0.31
C -1.925 -5.056 0.279 -0.84
H -0.105 -5.457 -0.702 0.19
H -3.659 -4.510 1.604 0.40
H -2.522 -5.904 -0.178 0.33
C 3.194 2.704 1.135 -0.98
N 1.929 3.020 1.777 0.52
C 1.118 2.138 2.434 -0.37
Se 1.446 0.305 2.722 -0.25
N 0.140 2.901 3.013 0.18
C 0.380 4.265 2.810 0.52
C -0.100 5.372 3.501 -0.89
C 0.598 6.578 3.336 -0.52
C 1.749 6.652 2.526 -0.65
C 2.231 5.519 1.854 -0.65
C 1.512 4.338 2.014 0.61
H 3.304 1.616 1.075 0.19
H 4.031 3.125 1.708 0.40
H 3.204 3.141 0.128 0.37
H -0.602 2.514 3.591 0.24
H -0.980 5.262 4.136 0.41
H 0.260 7.481 3.849 0.40
H 2.274 7.605 2.432 0.40
H 3.131 5.518 1.239 0.45
```

Results
Net charge: +1
HOMO energy (alpha / beta): -0.3442 / -0.3482 Ha
Strongest force on any atom: 5.44 eV Å⁻¹
Energy: -3851.99645 Ha
Orbital gap (alpha / beta): 4.7 / 4.7 eV